Molecular formula: C45H116N8O14
Method: DFT, the ωB97M-V functional and the def2-TZVPD basis

The geometry in XYZ format:
```
183
Properties=species:S:1:pos:R:3:forces:R:3:lowdin_charge:R:1
C -0.428 3.607 2.469 -0.57 -0.26 1.16 -0.091
O -1.183 4.572 1.772 -0.12 -0.28 -1.12 -0.186
C -2.290 5.011 2.499 -0.71 0.50 1.76 -0.248
C -1.892 6.141 3.436 -0.87 1.33 -0.23 -0.419
C -2.983 6.328 4.483 -0.14 -0.81 0.87 -0.070
N -1.908 7.424 2.702 0.83 0.61 -0.85 0.026
H 0.413 3.192 1.919 -0.15 0.40 -0.48 0.083
H -1.096 2.784 2.757 0.15 -0.13 -0.08 0.092
H -0.054 4.044 3.401 0.23 -0.12 -0.05 0.083
H -3.178 5.337 1.942 0.76 0.38 -0.92 0.121
H -2.819 4.258 3.109 0.90 -0.62 0.04 0.126
H -0.888 5.963 3.828 -0.16 -0.30 0.44 0.125
H -2.908 7.275 5.015 0.06 0.05 -0.10 0.074
H -3.007 5.535 5.239 0.40 0.01 0.00 0.080
H -3.985 6.254 4.052 0.14 0.34 -0.39 0.083
H -1.599 8.212 3.268 -0.43 -0.29 0.57 0.067
H -1.193 7.484 1.976 -0.27 -0.69 -0.20 0.070
C 2.505 5.592 2.466 0.73 -0.33 0.45 -0.084
O 2.814 4.568 3.410 -0.99 0.25 0.33 -0.190
C 3.411 3.435 2.849 -0.14 -0.17 0.21 -0.229
C 3.386 2.239 3.787 0.41 -1.18 -0.24 -0.439
C 2.078 1.845 4.426 -2.14 0.18 -0.21 -0.066
N 4.456 2.272 4.764 0.81 0.74 -0.49 0.040
H 3.397 6.222 2.451 -0.12 0.24 -0.75 0.090
H 1.662 6.210 2.774 -0.06 -0.25 0.41 0.078
H 2.244 5.136 1.510 0.22 0.22 -0.22 0.085
H 2.898 3.107 1.935 -0.19 0.30 -0.03 0.115
H 4.459 3.623 2.581 0.02 0.03 0.00 0.131
H 3.617 1.476 3.028 0.21 -0.40 0.44 0.130
H 1.994 0.844 4.853 0.95 -0.08 0.20 0.065
H 1.221 1.776 3.736 0.30 0.40 -0.37 0.052
H 1.729 2.535 5.198 0.34 0.13 0.01 0.084
H 4.529 1.492 5.394 -0.33 -0.07 0.05 0.066
H 4.495 3.153 5.255 -0.09 -0.11 0.19 0.075
C 3.223 2.889 -6.473 0.75 -0.54 0.06 -0.127
O 2.388 3.740 -5.742 0.14 0.27 0.25 -0.177
C 1.856 3.108 -4.600 0.50 -0.62 0.52 -0.233
C 1.079 4.065 -3.710 -0.07 0.17 -1.04 -0.424
C 0.586 3.323 -2.485 -0.43 0.37 0.19 -0.061
N 0.060 4.773 -4.533 0.56 -0.28 1.09 0.056
H 3.669 3.443 -7.295 -0.47 -0.02 -0.30 0.093
H 2.726 1.960 -6.772 -0.36 0.24 -0.45 0.087
H 4.095 2.494 -5.930 -0.10 0.36 0.61 0.070
H 1.238 2.258 -4.927 -0.20 0.02 0.10 0.129
H 2.668 2.693 -3.981 0.13 -0.11 -0.20 0.121
H 1.793 4.829 -3.386 -0.08 0.06 0.03 0.139
H -0.058 2.470 -2.711 0.08 -0.04 -0.17 0.070
H 0.000 3.975 -1.835 0.00 0.08 -0.05 0.068
H 1.444 2.974 -1.908 0.00 -0.14 -0.01 0.077
H 0.606 5.047 -5.343 -0.55 0.13 -0.33 0.060
H -0.654 4.109 -4.815 0.04 0.03 -0.20 0.070
C -0.110 -10.505 -0.741 0.12 -0.89 -0.28 -0.126
O 0.480 -9.646 0.193 0.56 0.33 -0.05 -0.185
C 1.439 -8.776 -0.379 0.64 0.19 -0.05 -0.235
C 0.846 -7.674 -1.249 -0.10 -0.44 -0.28 -0.225
N -0.291 -7.004 -0.639 0.35 0.12 -0.16 -0.052
C 0.067 -6.012 0.382 -1.11 -0.40 -1.11 -0.185
C -1.071 -4.988 0.521 1.39 0.09 1.78 -0.225
O -2.266 -5.509 1.070 -0.18 -0.84 -1.16 -0.195
C -3.428 -4.778 0.737 0.06 -0.28 0.04 -0.101
H -0.942 -10.042 -1.284 0.01 -0.09 0.09 0.090
H -0.422 -11.407 -0.207 -0.41 0.31 0.05 0.089
H 0.618 -10.894 -1.469 0.04 0.36 -0.06 0.090
H 2.208 -9.297 -0.966 -0.28 -0.45 -0.11 0.118
H 2.027 -8.350 0.436 -0.41 0.12 0.29 0.118
H 0.546 -8.051 -2.234 -0.22 -0.35 0.19 0.110
H 1.681 -7.024 -1.528 -0.23 0.48 0.38 0.115
H -0.883 -7.728 -0.249 -0.14 0.14 0.08 0.103
H 0.908 -5.501 -0.093 0.14 0.38 0.58 0.113
H 0.358 -6.456 1.339 0.03 0.14 0.10 0.119
H -1.139 -4.444 -0.419 -0.60 -0.03 -0.03 0.115
H -0.733 -4.335 1.339 0.28 0.75 -0.53 0.102
H -3.758 -4.863 -0.305 0.45 -0.15 -0.19 0.089
H -3.270 -3.716 0.940 -0.27 0.07 0.27 0.063
H -4.219 -5.244 1.322 -0.10 0.45 0.25 0.089
C -3.841 -0.552 1.273 -1.56 -0.15 -0.80 -0.127
O -3.252 -0.273 2.513 0.37 -0.24 -0.49 -0.202
C -2.381 -1.280 3.046 -0.07 1.71 0.35 -0.186
C -0.930 -1.092 2.583 -1.02 -0.98 0.09 -0.181
N -0.761 -1.440 1.189 0.31 0.24 -0.58 -0.028
C 0.622 -1.658 0.842 1.28 -0.45 -0.48 -0.225
C 0.830 -1.830 -0.646 -1.84 -1.60 -0.92 -0.217
O 0.421 -0.708 -1.413 0.72 0.47 0.77 -0.180
C 0.985 -0.689 -2.704 -0.74 -0.04 0.12 -0.093
H -3.970 0.361 0.688 0.27 0.11 0.14 0.071
H -4.868 -0.927 1.412 -0.03 0.06 0.24 0.084
H -3.416 -1.312 0.610 0.81 0.09 0.45 0.076
H -2.777 -2.282 2.875 0.18 -0.06 -0.11 0.113
H -2.461 -1.003 4.102 0.44 -0.69 0.17 0.117
H -0.405 -1.859 3.154 0.38 0.16 0.15 0.093
H -0.549 -0.100 2.848 -0.05 0.10 0.09 0.115
H -1.145 -0.774 0.529 -0.16 0.22 0.34 0.110
H 0.954 -2.605 1.275 -0.07 -0.07 -0.03 0.086
H 1.390 -0.954 1.195 -0.48 0.51 0.26 0.119
H 0.159 -2.658 -0.943 -0.40 0.09 0.10 0.113
H 1.748 -2.316 -0.978 0.77 0.99 0.46 0.098
H 0.545 -1.516 -3.274 0.47 -0.10 -0.22 0.096
H 2.077 -0.726 -2.655 -0.02 -0.17 -0.18 0.073
H 0.664 0.236 -3.181 0.14 0.04 0.03 0.068
C 4.386 -2.839 -0.103 0.01 1.02 0.62 -0.093
O 3.473 -2.516 0.943 -0.56 -0.67 0.01 -0.232
C 3.814 -3.125 2.189 -0.59 1.09 0.31 -0.187
C 2.933 -2.655 3.374 -0.38 -0.34 -0.79 -0.198
N 1.775 -3.478 3.673 0.71 -1.09 1.06 -0.053
C 1.368 -3.394 5.072 0.50 1.12 -0.48 -0.231
C 0.249 -4.305 5.438 -0.80 0.62 0.94 -0.218
O -0.938 -3.942 4.719 0.37 -0.62 0.68 -0.195
C -1.755 -5.070 4.484 -0.15 -0.38 -1.36 -0.110
H 4.726 -3.875 -0.120 -0.11 -0.11 0.19 0.089
H 5.225 -2.153 0.039 0.45 -0.31 -0.28 0.089
H 3.921 -2.587 -1.053 -0.14 -0.09 -0.01 0.069
H 4.799 -2.738 2.468 0.43 -0.66 -0.19 0.119
H 3.707 -4.205 2.099 0.52 -0.15 0.14 0.124
H 2.692 -1.591 3.258 0.04 0.16 -0.11 0.111
H 3.567 -2.739 4.257 0.07 0.05 0.00 0.113
H 0.976 -3.521 3.066 0.07 0.46 -0.30 0.074
H 1.132 -2.343 5.306 -0.67 0.02 0.09 0.118
H 2.193 -3.540 5.779 0.25 -0.60 -0.42 0.121
H 0.038 -4.128 6.501 0.03 -0.11 0.06 0.126
H 0.502 -5.365 5.374 0.00 -0.01 -0.60 0.126
H -1.259 -5.649 3.695 -0.36 -0.15 -0.10 0.082
H -2.718 -4.717 4.113 0.10 0.06 -0.10 0.084
H -1.977 -5.795 5.275 0.41 0.59 0.66 0.090
C -4.148 8.104 -2.780 -1.87 0.59 0.11 -0.151
O -3.243 7.164 -3.242 0.94 0.18 -0.15 -0.179
C -3.405 5.854 -2.713 -0.07 -0.16 -0.69 -0.215
C -3.252 5.782 -1.196 -1.19 -0.59 -0.98 -0.206
N -2.766 4.481 -0.749 1.04 0.40 0.31 -0.054
C -3.649 3.331 -0.885 -0.69 0.47 -0.52 -0.177
C -4.711 3.319 0.201 0.45 0.61 1.14 -0.236
O -5.573 2.204 0.163 0.19 0.38 0.02 -0.172
C -6.393 2.107 1.299 -1.16 -1.42 0.29 -0.124
H -5.153 8.003 -3.232 -0.02 -0.71 0.17 0.087
H -3.975 9.141 -3.084 1.15 -0.25 0.01 0.086
H -4.290 8.091 -1.695 0.16 0.02 0.00 0.080
H -2.626 5.228 -3.151 0.21 0.29 -0.06 0.110
H -4.346 5.468 -3.121 -0.27 -0.13 0.42 0.119
H -4.240 5.971 -0.754 0.16 0.56 0.25 0.104
H -2.538 6.579 -0.991 0.04 -0.19 0.59 0.133
H -2.433 4.658 0.196 0.12 -0.90 -0.38 0.055
H -3.161 2.354 -0.881 0.56 0.23 0.25 0.114
H -4.054 3.398 -1.899 -0.41 -0.05 0.12 0.116
H -5.231 4.282 0.307 -0.56 -0.12 -0.75 0.120
H -4.151 3.370 1.149 0.14 -0.72 0.12 0.110
H -7.153 1.340 1.109 -0.19 0.31 -0.67 0.087
H -6.936 3.015 1.563 0.32 0.26 -0.04 0.093
H -5.980 1.614 2.189 1.01 0.78 0.03 0.071
C 5.156 0.235 -3.505 -1.44 0.22 -0.17 -0.106
O 4.927 -0.184 -4.836 0.27 0.23 0.00 -0.191
C 6.030 0.100 -5.671 0.34 0.46 -0.44 -0.247
C 5.625 0.043 -7.131 0.59 -1.37 -0.25 -0.197
N 5.503 -1.346 -7.568 0.46 0.28 0.79 -0.068
C 5.232 -1.569 -8.960 -1.68 0.77 0.13 -0.235
C 4.886 -3.027 -9.167 0.97 -0.38 0.32 -0.232
O 3.761 -3.437 -8.401 -0.24 0.23 -0.61 -0.199
C 2.531 -3.198 -9.093 0.75 -0.57 0.49 -0.090
H 6.027 -0.234 -3.046 0.16 0.18 -0.02 0.091
H 4.246 -0.021 -2.955 0.24 -0.41 0.12 0.066
H 5.132 1.330 -3.461 0.76 0.04 0.04 0.085
H 6.852 -0.584 -5.436 -0.02 -0.21 -0.25 0.126
H 6.457 1.105 -5.542 -0.41 0.16 0.55 0.119
H 6.456 0.430 -7.729 -0.15 0.49 0.08 0.123
H 4.714 0.630 -7.293 0.04 0.14 -0.05 0.104
H 4.881 -1.842 -6.943 -0.24 -0.16 -0.35 0.112
H 6.015 -1.143 -9.594 0.38 -0.59 0.07 0.123
H 4.341 -0.995 -9.293 -0.03 0.08 0.06 0.108
H 5.710 -3.611 -8.750 0.06 -0.11 -0.26 0.123
H 4.778 -3.249 -10.232 -0.16 -0.13 0.01 0.121
H 2.446 -3.882 -9.943 0.08 0.20 -0.19 0.085
H 2.517 -2.156 -9.414 -0.56 -0.01 -0.03 0.079
H 1.749 -3.483 -8.392 -0.16 0.47 -0.03 0.088
C -6.383 -0.870 4.360 -0.61 -0.01 1.81 -0.051
C -6.207 -0.076 5.657 0.42 0.73 -0.30 -0.484
C -5.254 -0.769 6.655 -1.39 -0.65 -0.37 -0.047
O -5.700 1.233 5.373 -0.01 0.09 -0.10 -0.068
H -5.359 -1.125 4.090 -0.39 -0.51 -0.89 0.068
H -7.022 -0.362 3.640 0.63 0.42 -0.27 0.076
H -7.050 -1.669 4.703 0.74 -0.79 -0.47 0.084
H -7.216 0.075 6.049 0.23 0.17 0.48 0.132
H -5.044 -0.154 7.525 0.18 0.21 -0.17 0.076
H -4.357 -1.125 6.146 0.19 0.30 0.08 0.067
H -5.763 -1.666 7.024 0.12 -0.06 0.05 0.076
H -4.940 1.116 4.787 -0.04 0.08 0.04 0.075
```
Forces are in eV/Å.

ΔE to the lowest compared entry with this formula, charge and spin = 68.67 kcal per mole
DFT total energy = -3275.1218 a.u.
SMILES string = COC[C@H](C)N.COC[C@H](C)N.COC[C@H](C)N.COCCNCCOC.COCCNCCOC.COCCNCCOC.COCCNCCOC.COCCNCCOC.CC(C)O
Kohn-Sham gap = 8.73 eV